Here is a 9-piece molecular cluster, C21H59N9O13 overall from the OMol25 dataset. Energies are from ωB97M-V/def2-TZVPD.

Geometry as ORCA input:
```
! wB97M-V def2-TZVPD RIJCOSX def2/J DEFGRID3
* xyz 0 1
C -4.376 0.848 2.972
C -3.811 -0.573 2.779
C -4.861 -1.443 2.094
C -2.619 -0.374 1.847
C -1.681 -1.536 1.896
C -1.350 -1.846 3.324
C -2.501 -2.195 4.217
C -3.240 -3.531 3.972
C -1.854 -2.277 5.627
N -3.395 -1.009 4.125
O -4.543 -1.195 4.937
H -3.619 1.459 3.496
H -4.368 1.237 1.934
H -5.402 0.915 3.337
H -5.659 -1.906 2.717
H -5.396 -0.856 1.343
H -4.479 -2.377 1.667
H -2.982 -0.294 0.823
H -2.053 0.534 2.177
H -2.208 -2.384 1.432
H -0.806 -1.382 1.261
H -0.885 -0.930 3.668
H -0.480 -2.482 3.406
H -4.233 -3.384 4.437
H -2.665 -4.357 4.414
H -3.323 -3.853 2.925
H -1.288 -1.389 5.840
H -1.158 -3.121 5.715
H -2.558 -2.327 6.493
H -4.349 -0.683 5.762
N 3.931 3.591 1.089
C 4.373 4.000 2.314
N 3.383 4.229 3.135
O 5.559 4.173 2.599
H 2.941 3.628 0.924
H 4.485 3.919 0.294
H 3.670 4.744 3.935
H 2.598 4.777 2.786
N 4.174 -0.723 -1.436
C 5.356 -0.034 -1.253
N 6.552 -0.733 -1.512
O 5.343 1.112 -0.891
H 3.336 -0.200 -1.272
H 4.079 -1.457 -2.128
H 6.537 -1.650 -1.849
H 7.381 -0.215 -1.299
N 2.702 3.190 -3.442
C 3.381 4.370 -3.319
N 4.044 4.823 -4.450
O 3.422 5.002 -2.268
H 2.276 2.856 -4.287
H 2.175 2.863 -2.630
H 4.661 5.605 -4.389
H 4.130 4.284 -5.289
N -0.507 0.871 -0.843
C 0.410 0.480 -1.755
N 0.051 -0.684 -2.483
O 1.534 1.000 -1.929
H -0.352 1.595 -0.142
H -1.327 0.286 -0.799
H 0.766 -0.982 -3.122
H -0.680 -1.287 -2.065
O -2.626 -0.049 -4.003
C -3.375 0.325 -2.890
C -3.789 -0.825 -1.963
O -2.613 -1.262 -1.367
H -1.735 -0.268 -3.664
H -2.981 1.080 -2.207
H -4.352 0.711 -3.288
H -4.398 -1.603 -2.526
H -4.511 -0.373 -1.308
H -2.710 -2.156 -0.963
O -0.309 2.803 1.580
C -1.069 3.940 1.228
C -1.369 4.775 2.539
O -0.206 5.220 3.205
H 0.293 3.058 2.299
H -0.435 4.509 0.504
H -2.014 3.544 0.850
H -1.878 4.014 3.113
H -2.042 5.571 2.211
H 0.347 5.759 2.593
O -2.309 -4.296 -0.529
C -0.939 -4.539 -0.240
C -0.539 -5.918 -0.795
O -0.602 -5.826 -2.239
H -2.502 -4.720 -1.361
H -0.268 -3.791 -0.688
H -0.781 -4.670 0.842
H -1.250 -6.712 -0.613
H 0.486 -6.108 -0.454
H 0.152 -6.210 -2.657
O 5.436 -0.920 -4.353
C 4.372 -0.055 -4.669
C 3.344 -1.001 -5.279
O 3.767 -1.433 -6.548
H 5.968 -0.640 -3.604
H 4.025 0.504 -3.801
H 4.793 0.716 -5.353
H 2.394 -0.456 -5.340
H 3.274 -1.866 -4.607
H 4.712 -1.557 -6.518
*
```

Summary:
molecular weight = 645.75 g/mol
DFT total energy = -2306.4727 Ha
Kohn-Sham gap = 8.9 eV
largest force on an atom = 5.04 eV/A
LUMO = 0.1 eV



Here is C21H60B5F20N6O6 as an isolated structure from the OMol25 dataset. Energies are from ωB97M-V/def2-TZVPD.

Geometry as ORCA input:
```
! wB97M-V def2-TZVPD RIJCOSX def2/J DEFGRID3
* xyz 1 1
C 2.264 -1.072 -0.265
C 2.820 -2.467 -0.361
O 3.967 -2.673 -0.666
N 1.849 -3.643 -0.090
H 0.998 -3.284 0.319
H 1.584 -4.052 -0.974
C 2.425 -4.694 0.911
H 1.696 -0.850 -1.168
H 3.146 -0.431 -0.274
H 1.580 -0.930 0.571
H 1.632 -5.440 0.971
H 2.412 -4.298 1.926
H 3.254 -5.238 0.459
C 0.087 0.894 1.645
C 0.509 1.012 0.178
O 1.601 0.645 -0.247
N -0.472 1.821 -0.716
H -1.446 1.567 -0.630
H -0.406 2.787 -0.428
C -0.071 1.697 -2.210
H -0.615 0.061 1.689
H -0.322 1.796 2.100
H 0.984 0.473 2.100
H -0.886 2.318 -2.583
H -0.052 0.721 -2.695
H 0.933 2.122 -2.234
C 0.148 2.650 -4.843
C 0.201 3.724 -3.746
O -0.532 3.730 -2.718
N 1.028 4.906 -4.172
H 1.428 4.683 -5.072
H 0.437 5.705 -4.351
C 2.088 5.243 -3.160
H -0.368 1.763 -4.474
H 1.154 2.330 -5.114
H -0.313 2.994 -5.769
H 1.489 5.518 -2.291
H 2.659 6.068 -3.586
H 2.772 4.409 -3.001
C -1.267 -3.385 -6.488
C -0.480 -3.536 -5.178
C 0.065 -2.244 -4.522
O -0.975 -1.266 -4.328
C -0.427 0.024 -4.010
N -1.429 -4.242 -4.164
H -1.746 -5.179 -4.368
H -1.086 -4.220 -3.214
H -2.234 -3.646 -4.035
H -1.839 -4.271 -6.763
H -0.568 -3.205 -7.304
H -1.974 -2.557 -6.535
H 0.397 -4.180 -5.241
H 0.798 -1.877 -5.240
H 0.615 -2.471 -3.609
H -1.220 0.772 -4.029
H 0.296 0.361 -4.754
H 0.041 0.049 -3.026
C -1.503 -1.659 4.394
C 0.011 -2.084 4.377
C 0.134 -3.595 4.507
O 1.478 -4.015 4.258
C 1.550 -5.421 4.050
N 0.471 -1.607 2.957
H 1.426 -1.926 2.877
H 0.024 -2.094 2.193
H 0.588 -0.637 2.702
H -1.985 -1.845 3.434
H -1.412 -0.590 4.587
H -2.055 -2.150 5.197
H 0.540 -1.421 5.062
H -0.481 -4.062 3.738
H -0.117 -3.875 5.530
H 2.595 -5.684 3.886
H 1.019 -5.710 3.143
H 0.998 -5.830 4.896
C -3.038 0.089 2.386
C -2.587 1.403 3.008
C -2.701 2.631 2.099
O -2.306 3.849 2.761
C -0.972 4.143 3.148
N -3.225 1.750 4.369
H -4.227 1.863 4.312
H -3.042 1.039 5.063
H -2.890 2.596 4.805
H -4.107 0.124 2.177
H -2.687 -0.750 2.987
H -2.552 -0.121 1.433
H -1.544 1.333 3.319
H -3.714 2.872 1.776
H -2.142 2.516 1.170
H -0.350 3.364 3.588
H -1.122 4.920 3.897
H -0.426 4.461 2.260
B 2.969 -1.146 2.564
F 2.590 -2.454 2.707
F 1.792 -0.464 2.284
F 3.497 -0.737 3.757
F 3.825 -0.895 1.476
B 2.570 1.073 -3.329
F 1.444 0.388 -3.748
F 2.253 2.385 -3.183
F 3.019 0.545 -2.162
F 3.488 0.919 -4.332
B -0.191 4.331 0.166
F 0.538 4.909 1.101
F -1.044 3.373 0.697
F -0.932 5.190 -0.550
F 0.612 3.627 -0.642
B -2.713 0.835 -0.676
F -1.876 0.007 0.041
F -2.602 2.129 -0.297
F -2.340 0.732 -2.042
F -3.990 0.367 -0.482
B -0.221 0.713 4.411
F -0.149 0.176 3.105
F 0.097 2.034 4.452
F -1.537 0.611 4.856
F 0.631 -0.014 5.261
*
```

Summary:
molecular weight = 926.77 g/mol
DFT total energy = -3736.9987 Ha
Kohn-Sham gap = 6.0 eV
largest force on an atom = 18.48 eV/A
LUMO = -3.9 eV



Here is a 9-piece molecular cluster, C21H60N6O9 overall from the OMol25 dataset. Energies are from ωB97M-V/def2-TZVPD.

Geometry as ORCA input:
```
! wB97M-V def2-TZVPD RIJCOSX def2/J DEFGRID3
* xyz 0 1
N -3.050 -1.475 2.535
C -4.100 -2.391 2.599
N -3.781 -3.685 2.200
O -5.276 -2.065 2.860
H -3.270 -0.505 2.618
H -2.102 -1.765 2.365
H -2.850 -3.921 1.894
H -4.435 -4.432 2.224
N 5.043 0.381 -3.823
C 4.041 0.883 -2.995
N 4.397 1.197 -1.694
O 2.915 1.109 -3.462
H 5.967 0.220 -3.492
H 4.858 0.362 -4.805
H 5.292 0.927 -1.342
H 3.732 1.522 -1.029
N 1.212 -2.334 -2.467
C 0.981 -3.586 -1.913
N 0.965 -4.688 -2.773
O 0.872 -3.733 -0.657
H 1.391 -2.244 -3.447
H 1.189 -1.541 -1.845
H 0.788 -5.577 -2.351
H 1.190 -4.608 -3.739
C -2.136 1.807 -2.661
C -2.784 3.035 -2.003
C -1.765 3.725 -1.146
O -3.247 3.900 -3.068
H -1.190 1.989 -3.173
H -2.849 1.248 -3.265
H -1.912 1.072 -1.864
H -3.639 2.667 -1.436
H -2.083 4.711 -0.805
H -0.894 3.909 -1.792
H -1.368 3.176 -0.293
H -2.504 3.991 -3.676
C -0.129 -1.036 -6.667
C 0.231 -0.509 -5.288
C -0.657 -1.245 -4.298
O 1.642 -0.683 -5.135
H 0.564 -0.691 -7.453
H -1.085 -0.724 -7.096
H -0.036 -2.127 -6.766
H 0.066 0.576 -5.377
H -1.695 -1.127 -4.616
H -0.602 -0.946 -3.250
H -0.418 -2.308 -4.375
H 2.017 -0.062 -4.454
C 0.778 1.404 0.373
C 0.472 -0.037 0.601
C -0.904 -0.363 0.011
O 1.433 -0.852 -0.038
H 1.715 1.832 0.736
H -0.030 2.026 0.753
H 0.790 1.540 -0.720
H 0.363 -0.256 1.671
H -0.875 -0.186 -1.067
H -1.667 0.234 0.515
H -1.135 -1.421 0.144
H 1.320 -1.763 0.295
C 1.091 -3.973 3.233
C -0.177 -4.614 2.716
C -1.209 -4.881 3.777
O -0.764 -3.776 1.682
H 0.854 -3.345 4.105
H 1.673 -3.406 2.511
H 1.780 -4.699 3.687
H 0.038 -5.563 2.202
H -0.837 -5.166 4.762
H -1.969 -5.590 3.462
H -1.721 -3.933 3.996
H -0.082 -3.669 0.992
C 1.291 5.025 -0.174
C 2.334 6.130 -0.063
C 2.030 7.179 0.970
O 3.636 5.550 0.195
H 1.631 4.318 -0.939
H 0.364 5.419 -0.597
H 1.078 4.439 0.722
H 2.453 6.517 -1.077
H 1.004 7.536 0.915
H 2.643 8.060 0.738
H 2.376 6.887 1.961
H 3.673 5.278 1.121
C -2.495 -0.083 5.846
C -1.186 -0.818 5.660
C -0.109 -0.053 4.955
O -0.637 -1.017 7.000
H -2.932 0.219 4.890
H -2.337 0.857 6.384
H -3.250 -0.626 6.415
H -1.337 -1.816 5.232
H -0.212 0.010 3.869
H 0.874 -0.471 5.179
H -0.039 0.970 5.341
H -1.290 -1.452 7.558
*
```

Summary:
molecular weight = 540.74 g/mol
DFT total energy = -1841.9039 Ha
Kohn-Sham gap = 9.7 eV
largest force on an atom = 2.88 eV/A
LUMO = 0.4 eV



Here is a 9-piece molecular cluster, C21H60O9 overall from the OMol25 dataset. Energies are from ωB97M-V/def2-TZVPD.

Geometry as ORCA input:
```
! wB97M-V def2-TZVPD RIJCOSX def2/J DEFGRID3
* xyz 0 1
C -7.005 0.114 33.663
C -7.525 -1.215 34.004
C -9.072 -1.029 34.146
O -7.291 -2.079 33.170
H -7.249 0.131 32.556
H -5.979 0.160 33.783
H -7.542 0.983 34.091
H -7.015 -1.487 34.979
H -9.315 -0.471 35.007
H -9.630 -1.999 34.286
H -9.582 -0.639 33.266
H -6.742 -2.702 33.611
C -17.072 -1.064 31.776
C -17.898 -0.103 30.930
C -18.651 0.873 31.842
O -17.246 0.574 30.106
H -17.773 -1.786 32.025
H -16.487 -0.687 32.585
H -16.482 -1.665 31.032
H -18.726 -0.557 30.489
H -18.024 1.361 32.550
H -19.451 0.326 32.442
H -19.192 1.636 31.294
H -17.801 0.823 29.350
C -14.083 -5.644 33.220
C -15.302 -5.312 32.436
C -16.110 -4.101 32.940
O -15.230 -5.214 31.146
H -13.538 -4.721 33.398
H -13.460 -6.183 32.580
H -14.246 -6.161 34.168
H -15.831 -6.282 32.643
H -15.666 -3.192 32.657
H -16.095 -4.030 33.974
H -17.093 -4.147 32.577
H -15.108 -6.083 30.749
C -9.291 3.489 35.530
C -10.174 2.619 34.654
C -11.459 2.172 35.385
O -10.429 3.048 33.545
H -8.665 4.014 34.765
H -8.573 2.956 36.150
H -9.847 4.175 36.095
H -9.511 1.802 34.466
H -12.123 2.889 35.827
H -11.317 1.364 36.119
H -12.088 1.832 34.619
H -10.817 2.333 33.074
C -11.947 -2.776 29.254
C -12.384 -3.127 30.662
C -11.409 -2.531 31.736
O -13.533 -2.687 30.856
H -11.759 -1.749 29.204
H -12.642 -2.876 28.395
H -11.040 -3.300 28.949
H -12.404 -4.205 30.781
H -10.529 -3.171 31.677
H -11.842 -2.612 32.755
H -11.063 -1.523 31.565
H -14.136 -3.363 31.155
C -14.429 2.559 32.675
C -15.684 3.326 32.222
C -15.451 4.712 31.839
O -16.105 2.845 31.124
H -13.823 2.297 31.839
H -14.733 1.641 33.149
H -13.788 3.158 33.300
H -16.416 3.249 33.022
H -14.669 4.901 31.077
H -15.368 5.364 32.666
H -16.388 5.138 31.567
H -16.053 1.839 31.090
C -14.411 0.430 30.069
O -13.027 0.114 30.078
H -14.808 0.482 31.082
H -14.968 -0.438 29.539
H -14.548 1.361 29.521
H -12.812 -0.624 30.620
C -13.009 -0.745 33.933
O -13.950 -0.790 32.821
H -12.107 -0.233 33.662
H -12.872 -1.771 34.312
H -13.378 -0.091 34.697
H -13.791 -1.463 32.125
C -10.164 1.267 30.849
O -11.329 1.361 31.670
H -9.444 0.628 31.459
H -9.695 2.165 30.500
H -10.318 0.778 29.916
H -12.013 0.931 31.232
*
```

Summary:
molecular weight = 456.70 g/mol
DFT total energy = -1512.9057 Ha
Kohn-Sham gap = 9.2 eV
largest force on an atom = 11.71 eV/A
LUMO = 0.3 eV



Here is a 9-piece molecular cluster, C21H60O9 overall from the OMol25 dataset. Energies are from ωB97M-V/def2-TZVPD.

Geometry as ORCA input:
```
! wB97M-V def2-TZVPD RIJCOSX def2/J DEFGRID3
* xyz 0 1
C 13.747 13.699 13.897
C 14.167 13.387 12.457
C 13.187 13.460 11.364
O 15.284 14.282 12.227
H 13.493 14.701 13.862
H 14.633 13.622 14.604
H 12.885 13.254 14.455
H 14.579 12.331 12.403
H 12.234 13.017 11.707
H 13.446 12.948 10.445
H 13.067 14.517 11.030
H 15.787 13.883 11.484
C 8.289 8.801 10.141
C 7.636 9.162 11.472
C 7.147 7.922 12.223
O 8.578 9.858 12.356
H 9.073 8.053 10.243
H 8.572 9.721 9.662
H 7.598 8.341 9.443
H 6.713 9.762 11.443
H 7.979 7.271 12.217
H 6.335 7.446 11.786
H 6.822 8.209 13.225
H 9.400 9.287 12.267
C 9.413 8.695 16.038
C 9.818 10.186 16.123
C 10.515 10.600 17.438
O 10.783 10.506 15.049
H 8.395 8.659 15.573
H 9.259 8.369 17.046
H 10.205 8.146 15.550
H 8.991 10.812 15.936
H 9.803 10.527 18.232
H 10.966 11.578 17.344
H 11.375 9.918 17.561
H 10.396 11.138 14.450
C 4.864 12.875 13.667
C 5.902 13.862 14.175
C 6.246 13.597 15.648
O 7.076 13.602 13.428
H 3.920 13.042 14.141
H 5.267 11.892 13.945
H 4.760 12.864 12.591
H 5.614 14.871 13.883
H 6.894 14.426 16.035
H 6.708 12.672 15.636
H 5.453 13.476 16.436
H 7.056 13.447 12.392
C 6.621 15.773 10.376
C 7.801 14.952 10.143
C 9.003 15.509 10.933
O 7.469 13.689 10.732
H 5.693 15.241 10.122
H 6.584 16.672 9.802
H 6.554 15.874 11.485
H 8.046 14.716 9.067
H 9.903 14.853 10.781
H 8.699 15.519 11.960
H 9.213 16.536 10.510
H 8.235 13.104 10.873
C 5.017 12.440 7.875
C 6.016 11.259 7.885
C 6.189 10.624 6.493
O 7.303 11.712 8.248
H 5.482 13.373 7.453
H 4.658 12.809 8.910
H 4.169 12.161 7.262
H 5.664 10.475 8.535
H 6.237 11.420 5.797
H 5.445 9.877 6.181
H 7.107 10.087 6.553
H 7.266 12.214 9.046
C 13.344 9.017 12.924
C 12.079 9.405 12.120
C 12.130 9.106 10.675
O 10.908 8.669 12.595
H 13.123 8.244 13.695
H 13.682 9.883 13.536
H 14.205 8.728 12.265
H 11.885 10.430 12.264
H 11.146 9.480 10.206
H 12.201 8.003 10.650
H 12.981 9.543 10.208
H 10.856 8.754 13.552
O 9.645 12.777 13.504
H 10.113 13.527 13.948
H 8.651 12.956 13.576
O 9.704 11.998 10.608
H 9.330 11.151 10.989
H 9.988 12.275 11.500
*
```

Summary:
molecular weight = 456.70 g/mol
DFT total energy = -1513.1986 Ha
Kohn-Sham gap = 10.5 eV
largest force on an atom = 3.24 eV/A
LUMO = 0.6 eV